1.
Below is a structure of composition C50H92Br12N4O30, with properties calculated with wB97M-V/def2-TZVPD.

Positions of all 188 atoms, in Å:
C -3.7706 7.8202 2.9330
C -3.6372 6.3263 2.6676
C -3.0076 5.8712 1.3400
C -3.9963 5.7075 0.2556
N -4.7862 5.6102 -0.6271
H -4.4727 8.3461 2.2861
H -2.8114 8.3265 2.8249
H -4.1257 7.9235 3.9584
H -4.5866 5.8190 2.8389
H -2.9685 5.9800 3.4557
H -2.7636 4.8314 1.5577
H -2.0546 6.2876 1.0137
C -1.9730 -2.2391 5.2865
C -0.7469 -2.5693 4.3774
C -0.6298 -4.0542 4.1684
C 0.3827 -4.5403 3.2594
N 1.1549 -4.9598 2.5082
H -2.9379 -2.4461 4.8236
H -2.1538 -1.1669 5.3622
H -1.9865 -2.6732 6.2862
H 0.1811 -2.0520 4.6210
H -0.9198 -2.1413 3.3900
H -1.5720 -4.4451 3.7842
H -0.4194 -4.6472 5.0585
C 3.2365 -3.4000 -5.8053
C 1.8999 -3.6216 -6.4923
C 0.9777 -2.4032 -6.4896
C 0.6287 -1.9541 -5.1213
N 0.4013 -1.5701 -4.0633
H 3.6375 -4.3095 -5.3581
H 3.2575 -2.5642 -5.1059
H 3.9788 -3.1630 -6.5675
H 1.3643 -4.4037 -5.9542
H 2.0213 -3.9710 -7.5176
H 0.0737 -2.6236 -7.0573
H 1.6709 -1.7026 -6.9551
C -7.5082 2.6521 -1.1992
C -6.5496 1.9617 -0.2572
C -5.0936 1.8231 -0.7528
C -4.9538 1.2083 -2.0603
N -4.8415 0.7256 -3.0788
H -7.2182 3.6273 -1.5905
H -8.3763 2.8503 -0.5706
H -7.9579 2.0914 -2.0186
H -6.8733 1.0154 0.1760
H -6.4910 2.5291 0.6716
H -4.4147 1.3197 -0.0644
H -4.6972 2.8180 -0.9556
C -2.5672 -1.5694 -1.8357
O -2.8424 -1.6386 -0.4037
C -4.0928 -1.4498 0.0496
O -5.1074 -1.4698 -0.5974
O -3.9835 -1.5261 1.3733
C -5.1101 -1.6269 2.2266
H -2.8518 -2.5138 -2.2997
H -1.4882 -1.4456 -1.9291
H -3.0707 -0.7216 -2.3000
H -5.8052 -2.4045 1.9100
H -5.6267 -0.6697 2.2973
H -4.7658 -1.9509 3.2087
C 2.0286 0.9780 -3.0006
O 3.2019 0.2402 -3.4025
C 3.7693 -0.6376 -2.6425
O 3.3323 -1.0247 -1.5483
O 4.7955 -1.0873 -3.3454
C 5.5799 -2.1626 -2.8303
H 1.5274 0.5997 -2.1097
H 1.3438 1.0724 -3.8434
H 2.3453 1.9797 -2.7099
H 6.0296 -1.9322 -1.8645
H 6.4516 -2.3767 -3.4487
H 5.0092 -3.0875 -2.7468
C -1.2602 1.3686 -5.9619
O -1.8383 1.6959 -4.6477
C -1.2500 2.8043 -4.0667
O -0.3105 3.5043 -4.4537
O -1.9303 3.0574 -2.8948
C -1.4942 4.0824 -2.0104
H -0.2201 1.0427 -5.9590
H -1.3682 2.2102 -6.6461
H -1.8581 0.6147 -6.4740
H -0.5012 3.8339 -1.6358
H -2.0281 4.0890 -1.0601
H -1.5083 5.0892 -2.4279
C 3.6890 -1.5206 1.5682
O 4.5123 -1.3917 2.7070
C 4.0476 -0.7309 3.8440
O 2.8781 -0.4087 4.0206
O 5.0538 -0.4263 4.7056
C 6.4765 -0.6877 4.3506
H 3.1963 -2.4290 1.9150
H 4.4038 -1.8025 0.7951
H 3.0994 -0.6339 1.3354
H 6.5737 -1.7733 4.3406
H 7.1796 -0.4287 5.1423
H 6.7963 -0.2540 3.4031
C 1.8106 -8.2835 -4.6016
O 2.4340 -7.0687 -4.1448
C 1.6264 -6.1576 -3.4894
O 0.3888 -6.1478 -3.4515
O 2.4788 -5.3429 -2.7932
C 1.9659 -4.3565 -1.9315
H 1.1630 -8.0288 -5.4406
H 1.2790 -8.8743 -3.8556
H 2.5141 -9.0146 -5.0000
H 2.2450 -4.7757 -0.9649
H 0.8903 -4.2123 -2.0336
H 2.4663 -3.3941 -2.0385
C -6.0325 0.4439 5.3420
O -5.6003 1.0911 4.1522
C -4.8581 2.1341 4.0987
O -4.5849 2.6953 3.0752
O -4.5068 2.5337 5.3048
C -3.5225 3.5178 5.4678
H -6.6831 -0.3729 5.0295
H -6.5020 1.2443 5.9139
H -5.2270 0.0943 5.9879
H -2.5367 3.0542 5.5049
H -3.6295 4.2079 6.3046
H -3.3930 4.1659 4.6010
C 4.6582 2.9759 5.3852
O 4.9773 3.7414 4.2606
C 5.2309 5.0279 4.2612
O 4.9075 5.7924 5.1553
O 5.7001 5.3065 2.9767
C 5.9545 6.6207 2.5850
H 5.4236 2.8407 6.1494
H 4.2201 2.0328 5.0586
H 3.8465 3.4492 5.9377
H 6.7260 6.5673 1.8169
H 6.3670 7.1980 3.4125
H 5.0923 7.1488 2.1777
C -1.4970 -5.2908 0.4962
O -2.7735 -5.7544 0.1524
C -3.8534 -5.3115 0.8177
O -3.8604 -4.4621 1.7137
O -4.8878 -5.8631 0.2752
C -6.2162 -5.5926 0.7464
H -0.7928 -5.4754 -0.3151
H -1.0802 -5.8328 1.3451
H -1.4595 -4.2285 0.7372
H -6.7895 -6.4668 1.0548
H -6.8815 -5.0268 0.0943
H -6.1930 -4.8134 1.5083
C 8.3743 -0.2984 -1.5017
O 7.0569 0.1936 -1.1282
C 6.8309 0.5149 0.1222
O 7.6522 0.2959 1.0119
O 5.6654 1.0408 0.1828
C 5.2023 1.4762 1.4890
H 9.1102 0.4085 -1.1184
H 8.3601 -0.2534 -2.5907
H 8.5819 -1.3166 -1.1726
H 4.1278 1.5006 1.6704
H 5.5787 2.4756 1.7074
H 5.4531 0.7449 2.2574
C -2.3678 -4.7365 -4.2126
O -2.8618 -3.4917 -4.6995
C -3.0181 -3.3463 -6.0986
O -2.8233 -4.2111 -6.9420
O -3.3759 -2.0784 -6.3805
C -3.8002 -1.1123 -5.4517
H -1.4306 -4.7712 -4.7680
H -3.0987 -5.5255 -4.3898
H -2.1194 -4.5722 -3.1641
H -2.9575 -0.9431 -4.7813
H -4.6804 -1.2991 -4.8366
H -4.1501 -0.2340 -5.9942
C 1.2390 6.2939 -0.1000
Br 2.2371 4.8809 -0.9923
Br 2.2700 7.9755 0.1991
Br 0.4108 5.7793 1.6128
H 0.4578 6.6509 -0.7710
C -0.0344 0.5550 0.8489
Br 1.2875 1.9861 1.1468
Br -0.9579 1.0098 -0.8009
Br -1.1957 0.3515 2.4079
H 0.4480 -0.4019 0.6495
C 0.6490 0.9449 6.2440
Br 2.1860 0.9053 7.4566
Br 0.7048 2.6169 5.1495
Br -1.0615 0.4952 7.1816
H 0.8649 0.2091 5.4693
C 5.9430 4.2259 -0.8999
Br 7.7422 3.7379 -0.2471
Br 5.1984 2.9717 -2.2701
Br 5.9953 6.0769 -1.6449
H 5.2873 4.2068 -0.0294

The value obtained for the highest occupied orbital energy is -0.37026 Eh. The calculation puts the total energy at -35324.587384 hartree. As for the spin multiplicity: 1. For the orbital gap, the calculation gives 9.368 eV.

=====

2.
Below is a structure of composition C38H43Cl5FN9PtSeSi, with properties calculated with wB97M-V/def2-TZVPD.

Positions of all 99 atoms, in Å:
Pt 1.7050 0.2714 1.9604
C 0.8064 4.7717 1.8429
Si 1.2286 3.4539 3.0889
C 3.0563 3.3304 3.3728
C 0.4343 3.6769 4.7632
N 0.5811 1.8078 2.4688
C -0.7562 1.5439 2.5812
C -1.7574 2.5599 2.6421
C -3.0680 2.2487 2.8776
C -3.4622 0.9158 3.0968
C -2.5354 -0.1143 3.0183
C -1.2423 0.2124 2.7134
F -0.3473 -0.7909 2.6482
H 1.6405 5.4801 1.8027
H -0.0852 5.3425 2.1176
H 0.6645 4.3694 0.8318
H 3.2896 4.0784 4.1398
H 3.6570 3.5628 2.4878
H 3.3673 2.3617 3.7690
H 0.4325 4.7466 5.0052
H 1.0396 3.1824 5.5299
H -0.5922 3.3196 4.8539
H -1.4757 3.5915 2.4927
H -3.8050 3.0410 2.9131
H -4.4986 0.6872 3.3115
H -2.8036 -1.1547 3.1508
N 2.0532 -1.0348 -1.0567
C 2.7426 -1.7285 -0.1560
N 3.5089 -2.7168 -0.5822
C 4.1380 -3.4266 0.3488
N 4.9558 -4.3953 -0.0364
N 3.9876 -3.2479 1.6947
C 3.2548 -2.2342 2.0234
N 2.6345 -1.3927 1.1638
C 3.0563 -1.9456 3.4607
C 3.6038 -2.7214 4.4595
C 3.3847 -2.3502 5.7813
C 2.6289 -1.2213 6.0504
C 2.1112 -0.4982 4.9878
N 2.3249 -0.8670 3.7246
H 2.1017 -1.3645 -2.0065
H 1.2632 -0.4730 -0.7927
H 5.0956 -4.5711 -1.0156
H 5.4321 -4.9504 0.6509
H 4.1900 -3.5877 4.1892
H 3.8036 -2.9347 6.5903
H 2.4393 -0.8965 7.0653
H 1.5121 0.3919 5.1428
C -1.0838 1.8018 -5.8448
C -0.7923 0.6108 -4.9349
C -0.5453 1.0088 -3.4810
C -1.7992 1.4352 -2.7247
N -2.7261 0.3183 -2.5157
C -2.5952 -0.6425 -1.5713
Se -1.2845 -0.7460 -0.2526
N -3.6165 -1.5174 -1.7269
C -3.8158 -2.7768 -0.9981
C -3.4275 -3.9914 -1.8360
C -1.9596 -4.0116 -2.2475
C -1.6090 -5.2622 -3.0471
C -4.4208 -1.1074 -2.7884
C -5.5811 -1.6539 -3.3278
C -6.1551 -0.9754 -4.3857
C -5.5935 0.2070 -4.8867
C -4.4411 0.7461 -4.3483
C -3.8613 0.0597 -3.2866
H -1.1924 1.4848 -6.8834
H -0.2690 2.5309 -5.8026
H -2.0042 2.3239 -5.5687
H 0.0930 0.0913 -5.3057
H -1.6088 -0.1183 -4.9879
H 0.1681 1.8397 -3.4452
H -0.0968 0.1783 -2.9305
H -2.3436 2.2104 -3.2625
H -1.5506 1.8292 -1.7440
H -4.8650 -2.8211 -0.7046
H -3.2116 -2.7193 -0.0982
H -4.0573 -4.0400 -2.7291
H -3.6599 -4.8836 -1.2478
H -1.3329 -3.9446 -1.3541
H -1.7348 -3.1229 -2.8460
H -1.7951 -6.1662 -2.4631
H -0.5589 -5.2653 -3.3419
H -2.2100 -5.3266 -3.9577
H -6.0194 -2.5661 -2.9394
H -7.0601 -1.3621 -4.8370
H -6.0768 0.7106 -5.7157
H -4.0192 1.6616 -4.7405
Cl 4.9957 0.4324 2.4819
C 4.3754 1.3800 1.1730
C 3.0152 1.3868 0.8969
C 2.5702 2.1682 -0.1539
Cl 0.8961 2.1307 -0.5845
C 3.4363 2.9691 -0.8917
Cl 2.8433 3.9483 -2.1653
C 4.7973 2.9680 -0.5908
Cl 5.8758 3.9480 -1.4803
C 5.2714 2.1604 0.4414
Cl 6.9398 2.1509 0.8153

The charge is +2. The value obtained for the highest occupied orbital energy (alpha / beta) is -0.44243 / -0.44636 Eh. The calculation puts the total energy at -7177.342829 hartree. As for the spin multiplicity: 1. As for the energy relative to the best compared isomer or geometry (same formula, charge and spin): 106.90 kJ/mol. For the orbital gap (alpha / beta), the calculation gives 3.729 / 3.964 eV.